ORCA calculation (ωB97M-V with the def2-TZVPD basis set) on C12H37O7Sr as an isolated structure in a non-equilibrium geometry.

Positions of all 57 atoms, in Å:
1 Sr 0.5661 0.5236 0.1765
2 O -1.3698 0.6284 1.6432
3 H -2.1459 0.1573 1.9499
4 C 4.2119 1.5482 0.4509
5 C 4.1072 0.0760 0.1381
6 O 2.9187 -0.5338 0.6513
7 H 4.3088 1.7046 1.5673
8 H 3.2986 2.0203 0.1375
9 H 5.0629 1.9402 -0.1395
10 H 4.9521 -0.4673 0.5029
11 H 4.0632 -0.0160 -0.9439
12 H 2.9514 -0.3588 1.6174
13 C -0.5109 -0.4231 -3.8493
14 C 0.9433 -0.1216 -3.4118
15 O 0.9674 0.8431 -2.3436
16 H -1.0466 -0.9389 -3.0225
17 H -0.4521 -1.0268 -4.7466
18 H -1.1338 0.4295 -4.1642
19 H 1.5287 0.2680 -4.2996
20 H 1.4418 -1.0388 -3.0799
21 H 0.4568 1.5954 -2.6112
22 C 2.5860 3.5597 2.7397
23 C 1.1748 3.0466 3.0461
24 O 0.8437 1.9604 2.1487
25 H 2.6873 4.0490 1.8182
26 H 3.2872 2.6688 2.8418
27 H 2.8003 4.2334 3.5552
28 H 0.4163 3.7954 2.8953
29 H 1.1828 2.7241 4.0759
30 H -0.0925 1.6977 2.3489
31 C -2.9027 3.5419 0.5824
32 C -1.7864 3.2518 -0.3613
33 O -1.5435 1.8739 -0.4961
34 H -2.6782 4.5201 1.0578
35 H -2.9855 2.8617 1.4212
36 H -3.8651 3.5444 0.1656
37 H -0.8210 3.6545 0.0670
38 H -2.0511 3.6566 -1.3429
39 H -1.7325 1.3764 0.4394
40 C -4.3591 -3.5473 -1.4974
41 C -2.9605 -3.2636 -0.9606
42 O -2.9977 -3.1251 0.4746
43 H -4.3128 -3.7188 -2.5851
44 H -5.1018 -2.7892 -1.2849
45 H -4.7905 -4.4336 -0.9782
46 H -2.5534 -2.3748 -1.4185
47 H -2.3109 -4.1029 -1.2370
48 H -3.8819 -3.3586 0.7764
49 C 0.8380 -4.2994 0.1355
50 C 0.3933 -3.1592 1.0354
51 O -0.4027 -2.1842 0.4535
52 H 1.2316 -3.9794 -0.8304
53 H 0.0626 -5.0384 -0.0904
54 H 1.6335 -4.8807 0.6258
55 H 1.3243 -2.7334 1.4887
56 H -0.1490 -3.4850 1.9047
57 H -1.3028 -2.3520 0.7623

The total energy comes out at -1036.644121 Eh. The HOMO-LUMO gap is 9.993 eV. As for the total charge: +1. As for the LUMO energy: -2.3 eV.